Entry 1:
# C18H20N2O6S

An isolated molecule of C18H20N2O6S in a non-equilibrium geometry (the ωB97M-V functional and the def2-TZVPD basis, OMol25).

The geometry in ORCA input format:
```
! RIJCOSX wB97M-V def2-TZVPD def2/J DEFGRID3
* xyz 0 1
C 0.2387 -8.1345 0.8188
N -0.4372 1.6973 -0.2996
C -3.5958 4.3153 -1.3199
H 1.5372 1.7222 0.2991
H -0.5817 -8.1455 0.1054
O 2.5327 5.3482 0.2690
C -0.6893 0.3884 -0.0608
C 0.9817 3.6435 -0.3479
C -0.6255 -1.9738 0.5311
C 4.6041 3.6740 0.2302
O -0.3072 -5.9036 1.6375
H 0.6789 -7.2531 2.7527
H -1.0501 -7.6328 2.4778
C 5.2688 4.3185 -0.9773
H -1.2150 2.2564 -0.6457
H -3.5734 3.3853 -1.8829
O -2.4217 -6.3432 1.0174
H 0.4305 -9.1509 1.1505
S 0.5615 -0.6973 0.5838
C 2.3213 4.2039 -0.0280
H 4.5731 4.3808 1.0657
H -4.3730 4.9545 -1.7278
C -0.1268 -7.2683 2.0156
H 5.1252 2.7623 0.5301
C -2.9411 -2.3279 -0.0934
H -1.9838 5.2407 -2.4488
O 3.2707 3.2529 -0.0686
C 0.7360 2.3353 -0.0951
O 0.3146 5.6224 -1.4935
C -2.2578 5.0249 -1.4105
O -1.2614 4.1713 -0.8390
H 1.1285 -7.7454 0.3294
C -2.7947 -3.6463 0.2715
H 6.2950 4.5778 -0.7331
H 5.2648 3.6319 -1.8204
H -2.2677 5.9701 -0.8580
C -1.5041 -5.5682 1.1385
N -1.8363 -0.1457 -0.2829
C 0.0207 4.5972 -0.9416
H -3.6180 -4.3386 0.1862
H -3.8734 -1.9432 -0.4731
H 4.7319 5.2221 -1.2541
H 0.4580 -3.6707 1.2776
C -1.5783 -4.1344 0.7655
C -1.8511 -1.4697 0.0333
C -0.4778 -3.2943 0.8984
H -3.8318 4.0899 -0.2832
*
```

Frontier orbital gap = 8.2 eV
E_LUMO = -0.26 eV

The net atomic charges from Löwdin, expressed in e, are: C -0.061; N 0.072; C -0.062; H 0.110; H 0.076; O 0.138; C -0.570; C -0.010; C -0.452; C -0.214; O -0.014; H 0.123; H 0.122; C -0.060; H 0.145; H 0.078; O 0.112; H 0.077; S 1.097; C -0.456; H 0.122; H 0.079; C -0.214; H 0.122; C 0.003; H 0.129; O -0.021; C -0.021; O 0.148; C -0.213; O -0.043; H 0.078; C -0.005; H 0.077; H 0.078; H 0.132; C -0.452; N 0.118; C -0.430; H 0.120; H 0.115; H 0.077; H 0.121; C -0.122; C -0.308; C -0.018; H 0.079

Entry 2:
# C30H55B7F28N10

A 12-piece molecular cluster, C30H55B7F28N10 overall in a non-equilibrium geometry (the ωB97M-V functional and the def2-TZVPD basis, OMol25).

The geometry in ORCA input format:
```
! RIJCOSX wB97M-V def2-TZVPD def2/J DEFGRID3
* xyz -2 1
C 3.0104 -3.6772 -1.2377
N -0.0080 2.5258 -3.5946
C 0.2319 2.7539 -1.1407
F -5.2670 0.1838 3.2158
C 5.4974 -0.3441 -2.2556
H 3.9281 -3.2809 -1.6869
N 2.2447 -5.0199 -3.0982
F -2.6667 5.4310 -2.1178
N -0.6821 -0.3429 8.0394
N 2.7418 -5.9312 -5.0484
H 0.8754 -4.1067 -1.7027
C 5.3355 1.3999 -0.9121
N -1.6233 -0.9425 0.9305
F -1.0940 5.6018 2.6437
N 6.5592 1.4805 -1.4851
F 0.3053 -2.7655 3.6770
H 1.3865 1.8316 -4.9905
H -3.5400 3.1617 -5.2609
H 0.5126 0.9019 -2.3321
F -6.4263 -0.9149 4.8540
H 2.7147 0.7675 -0.6997
F -2.0004 0.4169 -1.9381
H -3.5556 2.4895 2.0850
H 5.1847 -1.1672 -2.8735
C -0.4761 2.2410 4.1646
F -0.5580 -5.8265 -0.8925
B -2.7551 5.3152 -0.7442
H 3.2298 -7.8619 -4.3145
H 8.6148 1.7837 -1.4829
C -0.6616 0.9538 7.7213
H -0.4271 3.2822 3.8335
H 7.2811 3.3114 -3.0279
H -0.8244 2.5355 -0.9631
H 2.2913 -6.8156 -1.9278
F -6.8230 1.0271 -2.6500
H 1.9116 -3.0518 -2.7389
H -0.3163 -2.5854 1.1071
H 8.6443 4.0723 -2.0712
N -0.6165 1.0652 6.3845
N -1.5055 3.4197 -4.9191
F -2.7458 7.0987 2.3589
C 7.6805 3.5694 -2.0477
B -5.3399 -1.0007 3.9281
H 0.7128 2.6333 5.8749
H 0.4686 0.1583 -0.3678
H 0.3081 -1.1290 1.7004
F -2.6413 -5.6675 0.1715
C -3.8117 -0.7419 1.0405
H 1.7107 2.1867 -2.3675
H 1.3539 -1.2285 -0.6814
H -0.4658 -0.2905 4.7811
F -3.6744 1.9193 -2.7008
C 0.3317 -0.9255 -0.4030
H -0.4761 -0.1135 10.1473
H 2.8237 -0.1604 -2.1597
C 0.4317 2.3153 -4.8868
C -0.6247 -0.8728 9.3844
C -0.2775 -1.5232 0.8683
C -0.5735 -0.2216 5.8517
F -7.1461 -1.1218 -2.1443
C -1.9557 0.3419 1.1829
H -1.6567 -1.2049 9.5337
B -1.2814 -6.0113 0.2889
H 5.1068 1.9810 -0.0325
H -2.9451 -2.6794 0.5902
C 6.6415 0.4066 -2.3651
H -3.6976 2.4044 0.4186
H 0.7175 2.4365 -0.2152
F -1.5497 4.7699 -0.3295
F -3.4202 5.0083 2.4254
H 3.3217 -4.5859 -0.7155
F 2.0352 -2.9302 2.2152
N 4.6882 0.3314 -1.3760
C -2.8068 -1.6391 0.8398
B 1.4890 -3.4216 3.3956
B -7.4530 0.1971 -1.6907
F -6.9558 0.5157 -0.4194
F -2.5123 6.0705 4.3462
C 2.3903 -6.3931 -2.9155
C -0.4846 2.9254 -5.6792
H 7.7497 2.5862 -0.1187
H 0.4626 1.9168 3.7074
F -5.6773 -2.0803 3.1105
F 1.0719 -4.7541 3.1520
H 0.0482 -1.7173 9.4953
H 2.4852 -6.3738 -7.1285
H -1.7976 3.5702 -2.8078
F -1.1050 -7.3237 0.7605
B -3.2830 0.5849 -2.5243
H -0.4256 -2.1409 6.9107
C -2.7877 3.9427 -5.4090
H 3.3281 -0.9181 -0.5346
B -2.4556 5.8502 2.9560
H 4.0161 -6.7421 -6.4759
F -8.8391 0.3606 -1.6782
H 7.4595 0.3335 -3.0616
H -0.2542 -1.1825 -1.2889
N -3.2670 0.4858 1.2940
H -1.3832 1.7405 3.8376
H -0.9484 3.0832 6.0598
H 0.4519 3.8142 -1.2595
H -4.8602 -0.9743 1.1201
H -5.0075 1.7472 1.2412
C 2.4408 -4.7853 -4.4101
C -0.3039 2.2903 5.6747
C 1.8509 -3.9889 -2.1761
H -1.2253 1.1315 1.1253
H -2.7567 3.8449 -6.4953
F -0.6835 -5.2159 1.2858
H -0.5966 1.8458 8.3213
C 3.2143 -6.0040 -6.4070
C 7.7068 2.2881 -1.1629
F -3.2983 0.0531 -3.8407
H -3.0423 4.8714 -4.9132
H 2.4279 -3.8070 -4.8590
F -4.1720 -1.2523 4.6861
C 2.7335 -6.9317 -4.0944
F -4.2768 -0.0736 -1.8224
F 2.4324 -3.3279 4.4522
C 3.2660 -0.0415 -1.1744
C -1.1595 3.2650 -3.6335
C -3.9270 1.8167 1.3140
H 2.7958 -2.9448 -0.4580
F -3.9340 4.6193 -0.3451
C -0.6166 -1.0808 6.8989
C 0.6319 1.9829 -2.3945
F -2.9997 6.5576 -0.0988
H 3.6515 -5.1042 -6.8338
H 6.9751 4.3072 -1.6592
H -0.5073 3.1493 -6.7333
*
```

Frontier orbital gap = 4.3 eV
E_LUMO = 0.47 eV

Atomic partial charges in e from the Löwdin method, atoms 1 to 99: C -0.060; N -0.017; C -0.073; F 0.129; C -0.001; H 0.060; N -0.015; F 0.103; N -0.102; N -0.086; H 0.144; C 0.026; N -0.039; F 0.054; N -0.058; F 0.116; H 0.113; H 0.116; H 0.094; F 0.039; H 0.097; F 0.088; H 0.087; H 0.131; C -0.056; F 0.074; B -1.280; H 0.137; H 0.122; C -0.017; H 0.086; H 0.078; H 0.079; H 0.158; F 0.063; H 0.113; H 0.126; H 0.079; N -0.028; N -0.055; F 0.056; C -0.058; B -1.271; H 0.126; H 0.041; H 0.106; F 0.095; C 0.002; H 0.096; H 0.014; H 0.135; F 0.114; C -0.067; H 0.094; H 0.106; C -0.026; C 0.005; C -0.120; C 0.058; F 0.044; C -0.067; H 0.109; B -1.268; H 0.180; H 0.147; C -0.002; H 0.090; H 0.075; F 0.113; F 0.133; H 0.090; F 0.089; N -0.065; C 0.036; B -1.294; B -1.253; F 0.093; F 0.057; C 0.040; C -0.048; H 0.132; H 0.076; F 0.102; F 0.079; H 0.100; H 0.103; H 0.154; F 0.073; B -1.276; H 0.151; C 0.048; H 0.092; B -1.277; H 0.098; F 0.075; H 0.135; H 0.089; N -0.012; H 0.088

Entry 3:
# C4H3F3NO6S2Tl

C4H3F3NO6S2Tl as an isolated structure in a non-equilibrium geometry (the ωB97M-V functional and the def2-TZVPD basis, OMol25).

The geometry in ORCA input format:
```
! RIJCOSX wB97M-V def2-TZVPD def2/J DEFGRID3
* xyz 0 1
O 0.9966 -0.7240 -1.1065
O 0.1790 1.8943 -1.0232
F 3.8351 -2.8904 -0.8733
O 3.7241 -0.5816 0.0772
H -2.4354 2.2641 1.6135
F 2.4443 -2.4184 -2.3696
N 1.9697 0.6365 0.5603
O 1.1639 3.0184 1.1632
O -4.9868 -0.5185 -0.8039
O -1.3663 0.8597 0.6164
C -2.0267 1.2648 1.8128
H -2.8450 0.5775 2.0612
H -1.3157 1.1522 2.6395
C 2.6335 -2.3699 -1.0601
F 1.7864 -3.1943 -0.4615
C -3.7978 -0.3535 -0.6935
S 2.3143 -0.6053 -0.3801
C -2.5432 -0.0804 -0.6286
S 0.9863 1.9087 0.2343
Tl -0.7162 0.1599 -1.3780
*
```

Frontier orbital gap (alpha / beta) = 5.9 / 6.1 eV
E_LUMO (alpha / beta) = -2.36 / -2.26 eV

The net atomic charges from Löwdin, expressed in e, are: O -0.525; O -0.439; F 0.149; O -0.305; H 0.095; F 0.140; N -0.304; O -0.257; O 0.086; O -0.462; C -0.131; H 0.083; H 0.089; C -0.676; F 0.139; C -0.308; S 0.794; C -0.202; S 0.865; Tl 1.166

Entry 4:
# C4H10NS2

An isolated ion of composition C4H10NS2 and charge +1 in a non-equilibrium geometry (the ωB97M-V functional and the def2-TZVPD basis, OMol25).

The geometry in ORCA input format:
```
! RIJCOSX wB97M-V def2-TZVPD def2/J DEFGRID3
* xyz 1 3
H -1.1641 0.7232 1.2497
H -0.6538 -1.5591 -1.2707
H 1.3950 2.7529 -0.4157
C 0.7010 0.9338 -0.0060
H -0.8433 -2.1335 1.0568
C -0.1079 -1.5420 0.6505
C 0.7669 2.3245 0.2891
H 0.7265 -1.4244 1.3018
H -0.2050 2.9181 0.3850
C -0.5550 0.1963 0.3466
N 0.0293 -1.9746 -0.7487
S 1.9805 0.0804 -0.5814
H 1.2486 2.5268 1.2442
S -1.6719 0.2271 -1.1533
H 0.0943 -2.9912 -0.8372
H -2.8418 0.4946 -0.5451
H 1.1005 -1.5530 -0.9655
*
```

<S²> = 2.01
Frontier orbital gap (alpha / beta) = 7.9 / 6.4 eV
E_LUMO (alpha / beta) = -3.09 / -7.38 eV

The net atomic charges from Löwdin, expressed in e, are: H 0.165; H -0.036; H 0.056; C -0.862; H 0.088; C -0.110; C -0.135; H 0.100; H 0.133; C -0.508; N 0.060; S 0.975; H 0.101; S 0.820; H 0.176; H -0.097; H 0.073

Entry 5:
# C3H9NO2

A 2-piece molecular cluster, C3H9NO2 overall in a non-equilibrium geometry (the ωB97M-V functional and the def2-TZVPD basis, OMol25).

The geometry in ORCA input format:
```
! RIJCOSX wB97M-V def2-TZVPD def2/J DEFGRID3
* xyz 0 1
H 2.3857 -0.4861 -1.6740
H 0.5298 -0.1798 -1.5236
H -1.0224 2.6623 1.4952
H 1.2696 -2.7775 -0.4248
H -1.9311 0.2748 1.6437
C -1.7081 2.3274 0.6902
O -0.8864 1.3369 0.0615
H 2.2537 -1.7275 0.0321
O -2.7478 2.6840 0.2865
H -0.5131 -0.7088 1.0076
C 1.3725 -0.8485 -1.5219
H -0.4002 0.4622 1.7738
N 1.3144 -1.7669 -0.3624
C -1.1047 0.2114 0.9259
H 1.1881 -1.4640 -2.4100
*
```

Frontier orbital gap = 10.4 eV
E_LUMO = 0.98 eV

The net atomic charges from Löwdin, expressed in e, are: H 0.072; H 0.045; H 0.154; H 0.057; H 0.089; C -0.336; O -0.135; H 0.051; O 0.153; H 0.074; C -0.159; H 0.083; N -0.083; C -0.133; H 0.067

Entry 6:
# C9H17N5O

An isolated molecule of C9H17N5O in a non-equilibrium geometry (the ωB97M-V functional and the def2-TZVPD basis, OMol25).

The geometry in ORCA input format:
```
! RIJCOSX wB97M-V def2-TZVPD def2/J DEFGRID3
* xyz 0 1
H 4.6144 1.2807 -1.1449
C -3.0643 -0.2125 -0.9677
N 3.2010 -1.6135 0.4506
H 0.6632 1.9700 -0.2060
C 0.3802 0.1220 0.5740
N 0.9425 -0.9815 0.2884
H 1.4809 -1.3872 -2.0640
H -3.5306 -0.3325 -1.9113
C -1.9717 1.1347 0.7983
H 3.1159 -1.7970 -1.8585
H -1.7192 1.4575 -1.3866
N 2.3774 -1.2376 -1.5998
O 4.3870 1.0147 -0.2972
H -1.6880 2.1451 1.1269
H -3.8427 -0.3315 -0.1749
H 3.2352 -1.7406 1.4753
H -2.6112 -0.9780 1.5579
C -2.4537 1.1932 -0.6269
H 2.9511 1.2783 1.7576
N 3.0876 1.4462 -0.3316
C 2.2071 -1.2584 -0.1851
H -3.3593 1.7805 -0.5142
C 2.5351 1.3402 0.7951
H -2.8977 0.7394 1.3414
C -1.6025 -1.2242 0.9615
C -2.1169 -1.4226 -0.5762
H 0.4741 1.8649 1.5741
H -2.6944 -2.2590 -0.8222
H -1.1832 -1.4982 -1.0983
H -0.9929 -2.0446 1.2641
N -0.9386 0.0863 1.0627
C 1.0142 1.4652 0.7373
*
```

Frontier orbital gap = 9.3 eV
E_LUMO = 0.85 eV

The net atomic charges from Löwdin, expressed in e, are: H 0.055; C -0.171; N 0.121; H 0.142; C -0.318; N 0.173; H 0.083; H 0.086; C -0.184; H 0.047; H 0.112; N 0.124; O -0.019; H 0.117; H 0.104; H 0.068; H 0.139; C -0.182; H 0.116; N -0.009; C -0.608; H 0.107; C -0.148; H 0.124; C -0.126; C -0.133; H 0.103; H 0.074; H 0.071; H 0.093; N -0.084; C -0.074